# 1
Formula: C30H76N4O6S2
Source: the Open Molecules 2025 dataset
Level of theory: the ωB97M-V functional and the def2-TZVPD basis

The molar mass comes out at 653.09 g mol⁻¹. For the energy relative to the best compared isomer or geometry (same formula, charge and spin), the calculation gives 2.6 kcal/mol. The frontier orbital gap comes out at 8.33 eV. The lowest unoccupied orbital energy is 0.32 eV.

Atoms and positions in Å:
S  -0.62632  -1.06225  2.79190
S  3.51981  -3.06238  -5.76199
O  3.94506  -1.72733  -6.11130
O  4.46372  -4.18170  -5.79802
O  2.86702  -3.05242  -4.25190
O  0.79663  -1.22187  1.92216
O  -0.59339  0.03877  3.71536
O  -1.03821  -2.36952  3.34166
N  -2.16675  2.50273  -0.62255
N  -6.70216  -3.02957  1.61113
N  5.02840  1.06750  -1.97403
N  1.76272  3.45251  2.64410
C  3.65985  -0.92222  -1.42885
C  -2.48858  3.21351  1.77245
C  6.00540  1.68690  -2.83790
C  -1.65418  -0.46235  1.38852
C  2.79894  2.63410  1.95802
C  -7.33751  -4.27927  2.12700
C  -4.55297  -2.71517  3.02559
C  -0.73470  2.54159  -0.81205
C  2.67378  3.60935  4.88465
C  -2.88170  2.80194  -1.87117
C  5.15219  1.52670  -0.56485
C  -6.00037  -2.24758  2.71313
C  5.87814  1.30810  -4.29665
C  -7.86875  -5.25665  1.07475
C  1.11676  -2.37941  1.23069
C  -2.64045  3.62661  0.32620
C  2.39932  -4.29240  -3.65255
C  -7.12014  -1.67787  -0.33998
C  2.80918  1.22947  2.30467
C  -4.39627  2.24123  -1.81429
C  1.99271  -3.46169  -6.74297
C  -0.24310  1.29605  -1.61790
C  1.27115  -3.89948  -2.76653
C  -7.69870  -2.20621  0.93736
C  1.45893  -3.57267  2.08678
C  0.48107  5.27248  1.91905
C  4.97622  -0.41973  -2.06956
C  1.87334  4.85141  2.26973
C  6.53283  1.39320  -0.06229
C  1.56951  3.20949  4.03298
H  3.77630  3.09351  2.10573
H  4.39647  1.24781  0.16946
H  3.02427  -1.39649  -2.17665
H  2.50305  3.16791  5.86653
H  -6.06819  -1.39398  -0.37013
H  -6.59524  -4.75640  2.76690
H  2.60837  5.00043  1.47877
H  -2.09746  4.56628  0.22483
H  6.66916  1.77946  -4.87992
H  5.05985  -0.80053  -3.08745
H  -0.20158  1.52327  -2.68314
H  -7.67633  -0.77174  -0.58016
H  -4.73129  1.99611  -2.82215
H  -1.04809  0.56263  -1.66467
H  -2.42770  2.53326  -2.82500
H  3.13373  -4.93623  -3.16858
H  -7.00988  -5.48008  0.44187
H  5.84974  0.23991  -4.51176
H  2.41110  -3.37223  -7.74549
H  -3.95087  -2.08527  3.68043
H  -0.14000  5.15863  2.80754
H  7.07323  2.29924  -0.33644
H  1.53134  -3.57452  -1.75915
H  0.72772  3.76531  4.44597
H  0.54770  -3.84362  2.62002
H  1.88346  -4.41229  1.53641
H  0.51185  6.34956  1.75457
H  3.40220  1.00191  3.19048
H  0.22897  -2.59549  0.63637
H  3.70014  3.29797  4.69040
H  2.20431  -3.26567  2.82045
H  -1.75951  -1.30241  0.70200
H  5.87627  2.76905  -2.85725
H  4.99286  1.86010  -4.61237
H  -8.24875  -6.08621  1.67101
H  -5.89860  -1.27007  2.24173
H  0.74017  1.02738  -1.23177
H  7.05462  0.51166  -0.43473
H  -3.65873  3.99709  0.20809
H  -2.90799  3.88876  -1.95010
H  -0.42260  3.41858  -1.37914
H  -8.02612  -1.48021  1.68155
H  -0.01097  4.74390  1.10259
H  1.87497  -2.12973  0.48848
H  -8.65752  -2.69945  0.77773
H  -1.11291  0.37611  0.95020
H  -6.65676  -2.25319  3.58331
H  1.81299  0.86305  2.55256
H  -3.97233  -2.69009  2.10346
H  7.05226  1.53245  -2.57652
H  -5.06891  2.95560  -1.33961
H  1.89171  -4.87622  -4.42039
H  -8.69228  -5.07068  0.38533
H  -8.13934  -3.98494  2.80415
H  5.81209  -0.75416  -1.45508
H  -4.17351  1.38876  -1.17258
H  -7.29948  -2.30452  -1.21363
H  1.18502  -2.78302  -6.46883
H  0.45313  -4.61893  -2.80295
H  3.22806  0.48136  1.63164
H  -4.59773  -3.73282  3.41351
H  -0.26677  2.65324  0.16604
H  2.29294  5.53482  3.00797
H  1.24528  2.19460  4.26316
H  3.82579  -1.79291  -0.79445
H  6.51613  1.47616  1.02442
H  3.02338  -0.12188  -1.05141
H  0.65063  -3.16335  -3.27756
H  5.02987  2.60462  -0.67084
H  1.84127  -4.49210  -6.42139
H  -3.45963  3.01159  2.22455
H  2.69834  2.56529  0.87485
H  2.81619  4.68973  4.90912
H  -1.75377  2.41089  1.83524
H  -2.62921  -0.27014  1.83627
H  -2.08571  4.01983  2.38535

Force components x, y, z for each atom (eV/Å):
-0.9 -1.4 -0.6
-0.1 -1.0 0.5
-0.4 -1.2 0.8
-1.5 1.6 -0.2
1.2 0.3 -0.8
-0.9 2.2 2.8
1.1 -0.5 -0.6
0.8 2.2 -1.5
-1.8 1.8 0.3
0.3 -1.6 1.0
-1.2 -1.0 0.0
0.8 -1.0 -1.9
-0.2 -0.8 -1.2
0.2 0.3 0.5
0.7 0.1 -0.5
0.5 -1.4 1.1
0.1 1.4 -0.5
0.0 1.6 -0.1
-0.8 -0.3 -0.6
0.3 -0.4 -0.5
2.4 0.4 2.0
-1.9 0.6 -0.4
-0.3 1.4 -1.8
0.3 -0.5 -1.7
-0.6 0.7 -0.3
0.7 -0.2 0.4
-0.9 -1.6 -1.6
0.8 -0.5 0.4
-1.0 -0.2 -0.9
-0.9 1.4 -1.1
0.0 -2.9 2.3
2.6 0.6 0.1
2.2 -0.1 1.1
-0.7 1.2 0.0
-1.5 0.4 0.2
0.5 -0.2 0.9
0.1 0.4 0.6
-0.3 1.5 0.3
-0.4 1.1 1.3
-0.2 -0.5 -0.3
1.2 0.5 1.2
-1.0 -0.6 0.0
0.4 0.0 0.1
-0.1 -0.8 -0.7
0.0 0.2 -0.6
-0.1 0.6 0.4
0.0 -0.2 0.6
0.0 -0.4 -0.2
-0.3 -0.4 -0.5
0.7 -0.1 -0.8
0.3 -0.2 0.1
0.1 0.3 0.2
0.6 0.4 0.0
0.0 0.3 -0.2
-0.1 -0.2 0.2
0.4 -0.6 0.9
0.4 -0.8 0.4
0.5 0.6 -0.2
-0.1 -0.7 0.0
-0.1 0.3 -0.1
-0.7 -0.1 -0.1
-0.6 0.1 0.5
-0.1 -0.2 0.0
0.4 -0.3 -0.3
-0.1 -0.1 -0.1
-0.5 0.3 -0.6
0.3 -0.4 0.0
-0.2 0.1 -0.2
-0.4 0.2 -0.5
0.0 0.2 0.5
-0.1 -0.5 -0.4
-0.1 -0.7 -0.8
0.1 -0.1 0.1
0.1 0.1 -0.2
-0.1 0.2 0.6
-0.4 -0.7 -0.5
0.4 -0.5 -0.3
-0.3 0.3 0.6
-0.2 -0.7 -0.3
0.1 0.0 0.4
-0.2 -0.9 -0.7
-0.1 0.4 -0.2
0.0 0.5 -0.1
0.2 1.0 -0.3
0.4 0.0 -0.1
0.3 0.3 0.3
0.3 -0.7 -0.4
-0.4 0.0 0.1
0.1 0.4 0.3
-0.1 0.1 -0.2
-0.2 -0.4 -0.2
0.3 -0.3 0.6
0.0 -0.2 0.0
0.5 -0.2 -0.3
-0.1 1.1 0.3
-0.5 0.0 0.3
0.3 -0.7 -0.2
-1.0 -0.4 -0.2
0.1 -0.5 0.2
0.3 0.0 -0.2
0.5 -1.0 0.8
-0.1 0.5 -0.7
0.4 0.0 0.0
0.2 -0.4 0.1
-0.2 -0.2 0.7
0.3 -0.3 -0.5
0.1 0.5 0.8
0.2 -0.6 0.2
0.4 -0.1 0.6
0.6 1.0 0.1
-0.5 0.2 0.2
-0.4 0.0 -0.6
0.2 -0.7 0.0
-0.7 1.2 -0.3
-0.4 0.1 0.5
-0.4 -0.2 0.4
0.1 0.4 -0.2
0.1 0.1 -0.1

# 2
Formula: C3H4F3N2
Source: the Open Molecules 2025 dataset
Level of theory: the ωB97M-V functional and the def2-TZVPD basis

The molar mass comes out at 125.07 g mol⁻¹. Its charge is +1. For the energy relative to the best compared isomer or geometry (same formula, charge and spin), the calculation gives 45.5 kcal/mol. The frontier orbital gap comes out at 9.75 eV. The lowest unoccupied orbital energy is -5.24 eV.

Atoms and positions in Å:
F  -1.49363  -0.37038  -1.88227
F  -2.03121  0.90195  -0.13754
F  -0.77764  1.71157  -1.73511
N  1.71724  0.32906  -0.77765
N  0.30025  -0.66739  0.85648
C  -0.15177  -1.06124  1.95451
C  -1.19458  0.62194  -1.15193
C  0.60776  0.01587  -0.14124
H  -0.61629  -2.02324  2.10372
H  2.44139  -0.20085  -0.35493
H  1.66560  1.10139  -1.54897
H  -0.46711  -0.35869  2.81493

Force components x, y, z for each atom (eV/Å):
-0.7 0.0 -0.6
0.8 -0.7 -1.8
-0.6 -0.4 -0.5
-2.0 1.1 -0.5
0.7 -0.6 0.6
-2.1 1.5 1.5
3.2 0.5 4.3
-4.1 2.0 -2.6
0.6 -0.7 -0.4
2.1 0.4 -0.6
0.8 -2.3 2.0
1.3 -0.6 -1.4

# 3
Formula: C16H9Br4N2O4PtS2
Source: the Open Molecules 2025 dataset
Level of theory: the ωB97M-V functional and the def2-TZVPD basis

The molar mass comes out at 872.09 g mol⁻¹. Its charge is +1. For the energy relative to the best compared isomer or geometry (same formula, charge and spin), the calculation gives 0.0 kcal/mol. The frontier orbital gap comes out at 3.93 eV. The lowest unoccupied orbital energy is -6.60 eV.

Atoms and positions in Å:
Pt  -0.52889  0.48919  0.69485
Br  -4.18597  0.75558  4.22308
Br  -2.73730  6.28115  3.81497
Br  -4.56889  3.93296  5.15762
Br  -0.46468  5.53618  1.49672
S  2.46088  2.22738  0.24573
S  3.33933  0.19124  -1.71341
O  -0.98252  -1.28698  0.03984
O  -0.50320  2.51930  1.09790
O  -2.02994  0.68466  2.06766
O  1.46151  -2.97376  -2.97430
N  0.97625  0.15921  -0.53554
N  0.87111  -1.01803  -1.26551
C  -0.13949  -1.73292  -0.87012
C  -0.41292  -3.05222  -1.43461
C  -1.79343  -5.03508  -1.45567
C  -2.48387  4.52749  3.26270
C  -1.50362  -3.78840  -0.95270
C  -2.21520  1.82299  2.51369
C  -3.31197  3.46187  3.87570
C  3.87334  2.67411  -0.80042
C  0.09036  -4.86284  -2.95166
C  4.58476  1.38916  -1.16425
C  0.39482  -3.59997  -2.44792
C  2.10855  0.78252  -0.64619
C  -1.34184  2.89248  1.92951
C  -3.18211  2.15842  3.52029
C  -0.98752  -5.56809  -2.46186
C  -1.54841  4.25769  2.31640
H  3.50886  3.20038  -1.68093
H  0.72417  -5.26352  -3.73100
H  1.57245  -2.11012  -2.53829
H  -1.20699  -6.54785  -2.86572
H  5.12062  0.97344  -0.31232
H  -2.11439  -3.35625  -0.17310
H  -2.63608  -5.59482  -1.07532
H  4.51113  3.33666  -0.21724
H  5.28106  1.53683  -1.98855

Force components x, y, z for each atom (eV/Å):
-0.1 0.1 -0.8
0.0 0.0 0.0
0.0 -0.1 0.0
0.0 0.0 0.0
0.0 -0.1 0.0
0.0 0.0 0.0
-0.1 0.0 0.0
0.4 -0.1 0.5
0.2 -0.3 0.5
-0.2 0.0 -0.1
0.0 -0.1 0.0
-0.1 0.1 0.1
0.2 -0.2 0.1
-0.3 0.0 -0.1
0.1 0.1 -0.1
0.0 0.0 0.0
0.1 0.1 -0.1
0.0 0.0 0.0
0.1 0.0 0.1
-0.1 -0.1 0.1
0.0 0.0 0.0
0.0 -0.1 0.0
0.0 0.0 0.0
0.0 0.0 0.0
-0.1 0.0 -0.1
-0.2 0.2 -0.1
-0.1 -0.1 0.0
0.0 0.0 0.0
0.1 0.1 0.0
0.0 0.0 0.0
0.0 0.0 0.0
0.0 0.0 0.0
0.0 0.0 0.0
0.0 0.0 0.0
0.0 0.0 0.0
0.0 0.0 0.0
0.0 0.0 0.0
0.0 0.0 0.0